{
  "formula": "C4H6N",
  "method": "ωB97M-V/def2-TZVPD",
  "elements": ["C", "H", "H", "C", "H", "H", "H", "H", "C", "C", "N"],
  "xyz": [[1.825, 0.178, -0.050], [-1.634, 0.203, 0.257], [0.823, -1.169, 1.364], [3.013, 0.569, 0.051], [1.406, -1.954, -0.373], [-0.929, 1.762, -0.262], [0.019, -0.230, -2.074], [-0.230, 1.034, 1.343], [0.959, -1.100, 0.248], [-0.590, 0.875, 0.256], [0.412, 0.067, -0.375]],
  "forces_ev_per_a": [[-4.643, -1.558, -0.684], [2.884, 1.544, 0.271], [-0.384, -0.383, -1.404], [2.517, 0.983, 0.218], [-1.532, 1.175, 0.955], [0.915, 0.304, -0.148], [0.999, 0.787, 3.914], [-0.814, 0.080, -1.752], [2.836, -0.387, 0.893], [-3.680, -1.668, 2.521], [0.902, -0.878, -4.784]],
  "nbo_charge": [-0.351, 0.253, 0.274, 0.394, 0.298, 0.273, 0.501, 0.259, -0.135, -0.446, -0.320],
  "charge": 1,
  "fmax_ha_per_bohr": 0.0962,
  "energy_ev": -5717.965
}

=====

{
  "formula": "C4H6N2",
  "method": "ωB97M-V/def2-TZVPD",
  "elements": ["H", "H", "H", "H", "C", "N", "H", "N", "C", "H", "C", "C"],
  "xyz": [[-0.585, -1.384, 1.345], [0.278, -1.380, 1.285], [-1.149, 1.659, 0.475], [-1.000, 1.289, -1.249], [1.146, -0.599, 0.127], [2.881, 1.133, -0.769], [0.065, -1.125, -1.910], [0.155, -1.114, -0.907], [-0.311, -0.248, -0.083], [-2.302, 0.526, -0.300], [-1.264, 0.867, -0.268], [2.056, 0.382, -0.443]],
  "forces_ev_per_a": [[0.411, -0.246, 0.415], [-1.028, -0.146, 0.628], [-0.022, -0.321, 0.038], [-0.170, -0.001, 0.165], [0.288, 0.369, -0.457], [-0.854, -0.678, 0.230], [-0.079, -0.276, -0.109], [0.041, 0.371, -0.155], [0.558, 0.425, -0.704], [0.154, -0.006, -0.013], [-0.089, 0.075, 0.054], [0.789, 0.434, -0.093]],
  "nbo_charge": [-0.108, 0.157, 0.253, 0.259, -0.301, -0.342, 0.419, -0.528, 0.439, 0.258, -0.702, 0.196],
  "fmax_ha_per_bohr": 0.0236,
  "energy_ev": -7218.508
}

=====

{
  "formula": "C4H6N2",
  "method": "ωB97M-V/def2-TZVPD",
  "elements": ["H", "H", "C", "C", "H", "H", "H", "N", "N", "H", "C", "C"],
  "xyz": [[-1.289, 1.132, 1.147], [-0.378, 1.578, -0.380], [1.792, 0.517, -0.810], [-1.397, -0.368, -0.519], [-2.259, -0.910, -0.137], [1.744, -1.284, 0.230], [-1.300, -0.364, -1.606], [-0.190, -0.503, 0.277], [2.354, 1.487, -1.095], [0.922, -1.312, -1.327], [1.077, -0.712, -0.423], [-0.845, 0.793, 0.215]],
  "forces_ev_per_a": [[0.041, -0.091, -0.159], [-0.054, -0.142, 0.097], [0.476, 0.851, -0.260], [-0.207, -0.071, -0.140], [0.125, 0.105, -0.080], [-0.070, 0.098, -0.081], [0.027, 0.026, 0.175], [0.134, -0.054, 0.086], [-0.580, -0.955, 0.264], [0.038, 0.072, 0.119], [0.097, -0.108, -0.082], [-0.028, 0.271, 0.061]],
  "nbo_charge": [0.208, 0.207, 0.262, -0.254, 0.206, 0.245, 0.190, -0.394, -0.317, 0.233, -0.330, -0.254],
  "smiles": "N#CCN1CC1",
  "fmax_ha_per_bohr": 0.0223,
  "energy_ev": -7223.556
}

=====

The records above give, respectively, relative energy (zero: lowest compared OMol25 entry of this formula, charge and spin) values of 852.5; 683.4; 196.3 kJ/mol.